[1]
Density functional theory data (the ωB97M-V functional and the def2-TZVPD basis) for a molecular structure, C39H45N6P2STa.

Positions of all 94 atoms, in Å:
Ta1 -1.194 -1.099 -0.327
C1 5.201 4.007 3.204
S1 4.134 2.781 2.419
C2 2.652 3.779 2.098
C3 1.497 2.839 1.751
C4 1.821 2.064 0.481
N1 0.782 1.048 0.085
P1 1.272 -0.474 -0.471
C5 2.461 -0.454 -1.775
C6 2.038 -0.291 -3.100
C7 2.976 -0.140 -4.103
C8 4.332 -0.147 -3.786
C9 4.755 -0.315 -2.473
C10 3.826 -0.475 -1.459
C11 1.911 -1.383 0.937
C12 2.509 -2.633 0.721
C13 2.979 -3.366 1.797
C14 2.860 -2.860 3.087
C15 2.267 -1.623 3.307
C16 1.783 -0.886 2.238
P2 -0.704 1.447 -0.637
C17 -0.556 2.708 -1.874
C18 -0.440 2.373 -3.227
C19 -0.227 3.367 -4.166
C20 -0.122 4.691 -3.756
C21 -0.238 5.030 -2.413
C22 -0.461 4.047 -1.464
C23 -1.798 1.999 0.680
C24 -2.877 2.856 0.418
C25 -3.785 3.147 1.421
C26 -3.644 2.575 2.683
C27 -2.588 1.715 2.947
C28 -1.665 1.422 1.950
H1 6.074 3.473 3.571
H2 4.688 4.465 4.047
H3 5.520 4.763 2.491
H4 2.827 4.485 1.282
H5 2.408 4.353 2.991
H6 0.570 3.405 1.628
H7 1.354 2.152 2.586
H8 2.756 1.512 0.597
H9 1.952 2.743 -0.366
H10 0.982 -0.313 -3.347
H11 2.662 -0.027 -5.132
H12 5.066 -0.028 -4.572
H13 5.811 -0.323 -2.239
H14 4.163 -0.603 -0.438
H15 2.656 -3.012 -0.283
H16 3.472 -4.314 1.629
H17 3.261 -3.420 3.921
H18 2.219 -1.215 4.308
H19 1.366 0.095 2.409
H20 -0.530 1.342 -3.551
H21 -0.148 3.116 -5.215
H22 0.047 5.467 -4.491
H23 -0.161 6.064 -2.106
H24 -0.551 4.321 -0.421
H25 -2.990 3.313 -0.557
H26 -4.601 3.831 1.227
H27 -4.349 2.822 3.465
H28 -2.461 1.304 3.940
H29 -0.797 0.817 2.186
C29 -3.069 -0.199 -2.658
N2 -3.131 -0.892 -1.330
C30 -4.184 -0.231 -0.497
C31 -3.535 -2.332 -1.552
C32 -2.351 -3.064 -2.127
C33 -2.438 -4.093 -3.038
C34 -1.267 -4.689 -3.506
C35 -0.015 -4.257 -3.078
C36 0.086 -3.215 -2.174
C37 -1.088 -2.604 -1.675
H30 -4.061 -0.236 -3.114
H31 -2.354 -0.696 -3.310
H32 -2.790 0.843 -2.514
H33 -5.148 -0.353 -0.993
H34 -3.967 0.829 -0.393
H35 -4.230 -0.699 0.487
H36 -4.425 -2.357 -2.185
H37 -3.818 -2.744 -0.580
H38 -3.400 -4.436 -3.398
H39 -1.334 -5.489 -4.232
H40 0.878 -4.726 -3.469
H41 1.069 -2.878 -1.874
N3 -2.024 -5.271 3.778
C38 -2.090 -4.072 4.325
N4 -2.291 -3.888 5.607
N5 -1.948 -2.946 3.568
C39 -1.743 -2.539 2.445
N6 -1.551 -1.998 1.387
H42 -2.142 -6.111 4.329
H43 -1.900 -5.388 2.786
H44 -2.426 -4.658 6.249
H45 -2.342 -2.952 5.982

Output
Total charge = +4
Energy = -2978.254919 Eh
Relative energy (zero: lowest compared OMol25 entry of this formula, charge and spin) = 0.0 kcal per mole
E_LUMO = -12.36 eV
HOMO = -0.5964 hartree
Kohn-Sham gap = 3.87 eV


[2]
Density functional theory data (the ωB97M-V functional and the def2-TZVPD basis) for a molecular structure, C39H45N9O5PS5Sr in a non-equilibrium geometry.

Positions of all 105 atoms, in Å:
Sr1 -9.634 -10.790 12.903
C1 -12.269 -14.689 14.481
C2 -11.212 -15.380 15.134
C3 -10.221 -14.629 15.698
C4 -10.193 -13.238 15.533
N1 -11.127 -12.661 14.761
C5 -12.207 -13.323 14.396
C6 -9.201 -12.382 16.170
C7 -8.414 -12.860 17.215
C8 -7.205 -12.160 17.490
C9 -6.994 -10.924 16.861
C10 -8.046 -10.358 16.070
N2 -9.002 -11.160 15.575
C11 -7.989 -8.950 15.706
C12 -7.245 -8.041 16.507
C13 -7.448 -6.692 16.334
C14 -8.217 -6.302 15.233
C15 -8.789 -7.241 14.430
N3 -8.629 -8.570 14.592
H1 -13.139 -15.277 14.133
H2 -11.182 -16.447 15.240
H3 -9.355 -15.028 16.198
H4 -12.957 -12.764 13.888
H5 -8.719 -13.673 17.837
H6 -6.445 -12.583 18.084
H7 -6.056 -10.418 17.102
H8 -6.623 -8.399 17.338
H9 -6.949 -6.020 17.023
H10 -8.531 -5.212 15.136
H11 -9.437 -6.940 13.591
S1 -12.228 -6.126 6.821
N4 -10.980 -5.910 7.882
C16 -10.693 -7.193 8.313
C17 -9.782 -7.482 9.404
C18 -8.958 -6.500 9.941
C19 -8.086 -6.911 10.944
C20 -8.108 -8.221 11.355
N5 -8.988 -9.145 10.958
C21 -9.886 -8.766 9.958
C22 -10.766 -9.779 9.413
N6 -10.768 -10.959 10.100
C23 -11.466 -11.942 9.524
C24 -12.275 -11.778 8.416
C25 -12.406 -10.576 7.789
C26 -11.573 -9.555 8.254
C27 -11.535 -8.203 7.700
N7 -12.462 -7.738 6.869
H12 -9.088 -5.473 9.660
H13 -7.371 -6.207 11.442
H14 -7.311 -8.619 12.017
H15 -11.562 -12.853 10.082
H16 -12.960 -12.574 8.078
H17 -13.074 -10.497 6.971
O1 -8.544 -14.493 10.511
S2 -9.498 -14.496 11.643
O2 -9.426 -13.164 12.320
O3 -10.870 -14.764 11.236
S3 -8.846 -15.830 13.090
C28 -15.597 -10.004 13.596
C29 -15.161 -10.647 14.930
C30 -15.912 -10.200 16.150
O4 -13.670 -10.530 15.090
P1 -12.765 -9.156 15.099
S4 -11.583 -9.247 16.583
S5 -12.043 -8.941 13.256
O5 -13.934 -8.010 15.193
C31 -13.550 -6.656 15.632
C32 -12.396 -6.080 14.768
C33 -14.829 -5.852 15.428
H18 -16.478 -10.553 13.314
H19 -14.836 -10.102 12.806
H20 -15.777 -8.938 13.703
H21 -15.290 -11.754 14.842
H22 -15.858 -9.130 16.212
H23 -15.510 -10.519 17.090
H24 -16.969 -10.580 16.178
H25 -13.265 -6.802 16.664
H26 -12.763 -5.950 13.770
H27 -11.602 -6.824 14.625
H28 -11.974 -5.152 15.142
H29 -15.111 -5.668 14.382
H30 -14.799 -4.870 16.020
H31 -15.657 -6.445 15.868
C34 -5.568 -15.821 12.737
C35 -5.603 -14.580 11.907
N8 -6.096 -13.393 12.624
C36 -6.246 -13.453 14.078
C37 -4.934 -13.444 14.758
C38 -6.482 -12.247 11.957
C39 -6.538 -12.278 10.483
N9 -6.868 -11.134 12.550
H32 -5.149 -16.608 12.102
H33 -6.627 -16.093 13.008
H34 -4.892 -15.819 13.604
H35 -6.131 -14.649 10.943
H36 -4.573 -14.204 11.632
H37 -6.880 -14.389 14.268
H38 -6.889 -12.651 14.380
H39 -5.011 -13.965 15.798
H40 -4.474 -12.493 14.979
H41 -4.164 -13.966 14.155
H42 -7.223 -13.056 10.045
H43 -5.530 -12.524 10.245
H44 -6.769 -11.225 10.183
H45 -6.445 -11.049 13.464

Output
Total charge = -1
Energy = -4745.458428 Eh
Relative energy (zero: lowest compared OMol25 entry of this formula, charge and spin) = 23.6 kcal per mole
E_LUMO = 1.06 eV
HOMO = -0.1341 hartree
Kohn-Sham gap = 4.71 eV


[3]
Density functional theory data (the ωB97M-V functional and the def2-TZVPD basis) for a molecular structure, C39H46AsCl2N4PReSi in a non-equilibrium geometry.

Positions of all 95 atoms, in Å:
Re1 -0.142 0.562 0.006
Cl1 -0.277 1.503 2.174
C1 0.273 0.469 3.453
Cl2 1.535 -1.088 0.793
H1 -0.254 -0.467 3.584
H2 0.788 0.962 4.267
C2 -1.312 4.992 -0.257
C3 -2.277 4.360 0.717
C4 -2.810 5.150 1.734
C5 -3.702 4.641 2.665
C6 -4.084 3.309 2.596
C7 -3.580 2.509 1.582
C8 -2.688 3.023 0.633
P1 -2.090 1.871 -0.648
C9 -1.949 2.758 -2.237
C10 -0.729 2.611 -2.908
C11 -0.509 3.162 -4.156
C12 -1.526 3.889 -4.761
C13 -2.710 4.099 -4.077
C14 -2.945 3.572 -2.805
C15 -4.218 4.023 -2.118
C16 -3.360 0.587 -0.783
C17 -4.639 0.793 -1.311
C18 -5.548 -0.246 -1.364
C19 -5.183 -1.504 -0.891
C20 -3.925 -1.700 -0.348
C21 -3.002 -0.655 -0.271
C22 -1.673 -0.880 0.412
H3 -0.744 5.781 0.236
H4 -1.840 5.446 -1.101
H5 -0.613 4.270 -0.668
H6 -2.516 6.194 1.790
H7 -4.095 5.283 3.445
H8 -4.775 2.895 3.322
H9 -3.896 1.474 1.520
H10 0.075 2.072 -2.430
H11 0.446 3.031 -4.651
H12 -1.385 4.318 -5.745
H13 -3.484 4.716 -4.526
H14 -4.273 5.113 -2.153
H15 -4.281 3.729 -1.075
H16 -5.101 3.653 -2.645
H17 -4.935 1.762 -1.680
H18 -6.540 -0.076 -1.765
H19 -5.888 -2.327 -0.936
H20 -3.647 -2.674 0.044
H21 -1.285 -1.857 0.127
H22 -1.840 -0.926 1.498
C23 2.056 4.037 -0.190
As1 2.082 2.103 -0.237
C24 3.363 1.821 1.193
C25 3.206 1.759 -1.773
H23 3.077 4.381 -0.041
H24 1.443 4.372 0.640
H25 1.664 4.446 -1.118
H26 4.257 2.391 0.944
H27 3.626 0.772 1.297
H28 2.963 2.192 2.135
H29 4.071 2.416 -1.734
H30 2.655 1.938 -2.695
H31 3.538 0.723 -1.749
C26 5.467 -4.667 -0.967
C27 4.744 -3.602 -1.493
C28 3.627 -3.122 -0.823
C29 3.219 -3.705 0.379
C30 3.954 -4.777 0.898
C31 5.073 -5.255 0.227
Si1 1.695 -3.202 1.262
C32 0.171 -4.025 0.679
C33 -0.935 -4.172 1.523
C34 -2.082 -4.817 1.080
C35 -2.134 -5.320 -0.214
C36 -1.040 -5.188 -1.062
C37 0.109 -4.547 -0.617
H32 6.342 -5.037 -1.488
H33 5.055 -3.147 -2.427
H34 3.073 -2.286 -1.239
H35 3.657 -5.245 1.835
H36 5.635 -6.085 0.638
H37 1.805 -3.168 2.731
H38 -0.900 -3.789 2.541
H39 -2.926 -4.939 1.748
H40 -3.025 -5.833 -0.558
H41 -1.075 -5.607 -2.061
H42 0.973 -4.470 -1.274
N1 0.514 -2.760 -4.618
C38 -0.377 -1.820 -4.955
N2 -0.890 -1.819 -6.180
N3 -0.783 -0.880 -4.125
C39 -0.417 -0.606 -2.936
N4 -0.111 -0.304 -1.855
H43 0.805 -3.473 -5.263
H44 0.900 -2.774 -3.691
H45 -0.643 -2.505 -6.871
H46 -1.572 -1.118 -6.410

Output
Total charge = +2
Energy = -5597.563245 Eh
E_LUMO (spin up / spin down) = -4.46 / -6.03 eV
HOMO (spin up / spin down) = -0.4912 / -0.4724 hartree
Kohn-Sham gap (spin up / spin down) = 8.91 / 6.83 eV
Multiplicity = 4